No. 1
Molecular formula: C27H34ClF24O6
Method: DFT, wB97M-V/def2-TZVPD

## Properties
* charge: -1
* DFT total energy: -4357.65175 a.u.
* E_LUMO: 1.9 eV

Positions of all 92 atoms, in Å:
C  4.601  -5.303  -0.379
C  4.756  -5.158  -1.888
O  3.799  -5.884  -2.614
C  2.546  -5.213  -2.739
C  1.656  -5.967  -3.725
C  0.188  -5.577  -3.774
C  -0.072  -4.101  -3.625
C  -0.247  -3.480  -2.205
C  -1.733  -3.296  -1.767
C  -2.021  -1.828  -1.736
O  -2.094  -1.117  -0.774
O  -2.154  -1.252  -2.985
C  -0.677  -6.384  -2.999
Cl  -1.386  -8.010  -3.992
C  -0.243  -7.052  -1.684
C  -1.388  -7.272  -0.685
H  4.614  -6.357  -0.096
H  3.662  -4.863  -0.035
H  5.417  -4.786  0.136
H  4.716  -4.092  -2.163
H  5.739  -5.529  -2.197
H  2.744  -4.191  -3.106
H  2.081  -5.125  -1.748
H  1.752  -7.040  -3.525
H  2.117  -5.818  -4.716
H  -0.992  -3.826  -4.185
H  0.735  -3.553  -4.132
H  0.242  -2.493  -2.196
H  0.272  -4.053  -1.434
H  -1.917  -3.714  -0.778
H  -2.391  -3.786  -2.487
H  -1.465  -1.606  -3.568
H  -1.633  -5.875  -2.841
H  0.208  -8.021  -1.912
H  0.540  -6.438  -1.225
H  -1.698  -8.318  -0.641
H  -1.109  -6.960  0.326
H  -2.270  -6.688  -0.969
C  2.009  2.251  -5.177
C  1.801  3.676  -4.653
C  2.774  4.199  -3.589
F  2.693  3.467  -2.461
F  2.443  5.476  -3.293
F  0.534  3.856  -4.243
F  2.019  4.492  -5.735
O  1.191  1.256  -4.615
C  1.571  0.532  -3.526
C  0.571  0.691  -2.373
F  0.447  1.994  -2.028
F  1.046  0.017  -1.301
F  2.827  0.811  -3.143
F  1.533  -0.779  -3.868
H  1.703  2.302  -6.221
H  3.066  1.981  -5.153
H  3.799  4.178  -3.968
H  -0.400  0.291  -2.666
C  -0.795  0.899  1.279
C  -1.966  1.759  1.758
C  -1.908  3.261  1.459
F  -0.834  3.844  2.040
F  -3.016  3.848  1.973
F  -2.200  1.569  3.077
F  -3.065  1.330  1.075
O  0.192  0.587  2.249
C  1.265  1.377  2.483
C  1.280  1.901  3.930
F  0.139  2.572  4.193
F  2.318  2.754  4.083
F  1.373  2.387  1.604
F  2.382  0.615  2.358
H  -1.228  -0.062  1.011
H  -0.354  1.311  0.373
H  -1.875  3.435  0.382
H  1.384  1.069  4.628
C  -1.930  5.930  5.084
C  -1.526  5.500  6.497
C  -2.479  4.566  7.253
F  -3.678  5.155  7.442
F  -1.947  4.293  8.465
F  -1.242  6.581  7.254
F  -0.375  4.777  6.358
O  -2.502  7.218  4.972
C  -3.837  7.440  5.053
C  -4.184  8.399  6.204
F  -3.758  7.904  7.382
F  -5.528  8.541  6.261
F  -4.551  6.308  5.126
F  -4.220  8.086  3.918
H  -0.990  6.005  4.541
H  -2.532  5.169  4.585
H  -2.610  3.632  6.701
H  -3.722  9.371  6.024

No. 2
Molecular formula: C4H9NO2
Method: DFT, wB97M-V/def2-TZVPD

## Properties
* charge: 0
* structure (SMILES): C[C@@H](CO)NC=O
* DFT total energy: -363.05547 a.u.
* E_LUMO: 0.7 eV
* energy above the lowest of the compared OMol25 structures with the same formula, charge and spin: 0.8180 eV

Positions of all 16 atoms, in Å:
C  -1.176  1.382  -0.407
C  -0.296  0.399  0.362
C  -0.879  -1.017  0.280
O  -0.362  -1.908  1.223
N  1.067  0.517  -0.178
C  2.033  -0.413  -0.331
O  1.966  -1.611  -0.095
H  -0.766  2.399  -0.384
H  -2.178  1.422  0.029
H  -1.264  1.076  -1.456
H  -0.273  0.669  1.426
H  -1.949  -0.918  0.494
H  -0.779  -1.388  -0.753
H  0.547  -2.100  0.926
H  1.351  1.461  -0.399
H  2.960  0.031  -0.735

No. 3
Molecular formula: C31H65BrCl24INO6P2S2
Method: DFT, wB97M-V/def2-TZVPD

## Properties
* charge: 0
* DFT total energy: -17121.38131 a.u.
* E_LUMO: 0.0 eV

Positions of all 133 atoms, in Å:
C  2.716  0.669  5.603
C  2.748  2.252  5.063
C  3.181  2.328  3.452
C  3.447  3.853  2.916
C  2.228  4.479  1.991
C  1.975  3.605  0.585
C  0.488  3.654  0.001
C  -0.406  2.308  -0.163
C  0.073  1.227  1.032
C  -0.311  1.772  2.553
O  0.138  0.762  3.524
C  -0.820  -0.345  3.669
C  -0.164  -1.743  3.032
O  -1.759  2.588  0.212
C  -2.751  3.089  -0.626
I  -2.322  4.961  -1.778
C  -3.527  2.182  -1.717
C  -4.326  0.861  -1.260
C  -3.727  -0.057  -0.069
Br  -6.292  1.168  -0.803
P  -4.142  3.768  0.579
O  -3.376  5.200  1.306
O  -5.527  4.390  -0.277
S  -4.533  2.584  2.060
C  -0.180  1.631  -1.676
O  -0.866  0.380  -1.905
C  -0.169  -0.844  -1.613
N  -1.237  -1.850  -1.123
S  0.589  -1.721  -3.132
P  1.609  1.800  -2.343
C  2.860  0.603  -1.585
O  1.463  1.327  -4.052
H  3.269  0.602  6.647
H  3.236  -0.070  4.859
H  1.604  0.310  5.758
H  3.664  2.748  5.641
H  1.732  2.809  5.237
H  4.236  1.772  3.405
H  2.468  1.699  2.760
H  4.397  3.791  2.195
H  3.782  4.561  3.801
H  2.615  5.560  1.662
H  1.232  4.678  2.584
H  2.488  2.576  0.764
H  2.687  4.161  -0.201
H  0.534  4.164  -1.078
H  -0.153  4.418  0.658
H  -0.569  0.225  0.924
H  1.178  0.875  0.915
H  -1.473  1.913  2.716
H  0.193  2.784  2.840
H  -1.839  -0.199  3.112
H  -1.032  -0.452  4.835
H  -1.104  -2.373  2.669
H  0.518  -1.390  2.147
H  0.412  -2.245  3.918
H  -2.845  1.881  -2.651
H  -4.344  2.906  -2.210
H  -4.391  0.157  -2.225
H  -2.626  0.140  0.254
H  -3.759  -1.194  -0.435
H  -4.507  -0.025  0.835
H  -3.253  5.011  2.303
H  -5.821  5.268  0.110
H  -0.750  2.409  -2.389
H  0.629  -0.828  -0.758
H  -0.787  -2.384  -0.340
H  -1.410  -2.535  -1.902
H  1.077  -2.975  -2.728
H  2.581  0.115  -0.562
H  3.112  -0.266  -2.349
H  3.878  1.193  -1.402
H  2.175  0.632  -4.236
C  3.075  -3.266  -0.603
Cl  4.453  -3.085  -1.696
Cl  2.134  -4.708  -1.000
H  3.443  -3.352  0.422
H  2.433  -2.386  -0.692
C  4.445  -5.408  2.531
Cl  3.691  -3.810  2.484
Cl  3.348  -6.609  3.222
H  4.706  -5.708  1.513
H  5.349  -5.358  3.144
C  -0.109  -5.792  -3.460
Cl  0.064  -6.109  -5.191
Cl  -1.405  -4.630  -3.153
H  -0.343  -6.729  -2.949
H  0.831  -5.387  -3.077
C  -4.240  -7.283  -2.295
Cl  -3.106  -8.203  -3.291
Cl  -3.384  -6.193  -1.197
H  -4.888  -6.693  -2.948
H  -4.843  -7.979  -1.707
C  1.252  0.704  -7.479
Cl  1.254  1.595  -9.007
Cl  1.998  -0.887  -7.670
H  1.814  1.274  -6.735
H  0.220  0.576  -7.144
C  -2.719  -4.832  2.064
Cl  -1.368  -4.257  1.080
Cl  -2.360  -4.681  3.788
H  -3.606  -4.238  1.832
H  -2.907  -5.883  1.830
C  -1.393  3.387  -10.481
Cl  -1.411  3.618  -12.234
Cl  -1.369  4.940  -9.636
H  -2.287  2.835  -10.185
H  -0.500  2.820  -10.206
C  7.441  -0.085  -1.707
Cl  7.188  -1.649  -0.923
Cl  5.900  0.681  -2.111
H  7.996  0.568  -1.029
H  8.014  -0.235  -2.625
C  -1.265  6.114  -6.040
Cl  -2.153  4.729  -5.395
Cl  -2.090  7.631  -5.661
H  -0.266  6.133  -5.599
H  -1.187  6.013  -7.125
C  -5.459  -4.886  -5.857
Cl  -5.712  -6.450  -5.074
Cl  -7.000  -4.120  -6.261
H  -4.904  -4.234  -5.179
H  -4.886  -5.037  -6.775
C  2.084  -0.262  9.531
Cl  3.639  -0.140  8.700
Cl  0.744  0.055  8.422
H  1.977  -1.269  9.940
H  2.055  0.470  10.342
C  -0.901  -0.467  11.839
Cl  0.523  0.577  11.929
Cl  -2.314  0.432  11.272
H  -0.699  -1.286  11.145
H  -1.111  -0.869  12.833

No. 4
Molecular formula: C13H14N3O9Zr
Method: DFT, wB97M-V/def2-TZVPD

## Properties
* charge: +1
* DFT total energy: -1392.33258 a.u.
* E_LUMO: -3.6 eV
* energy above the lowest of the compared OMol25 structures with the same formula, charge and spin: 0.0635 eV

Positions of all 40 atoms, in Å:
Zr  -0.314  -1.294  0.616
O  -0.964  0.377  4.608
C  -0.891  0.078  3.342
O  -0.511  -1.008  2.919
C  -1.263  1.177  2.377
O  -1.605  0.566  1.137
C  -3.005  0.196  0.998
C  -3.146  -1.264  1.430
O  -3.971  -1.661  2.191
O  -2.174  -2.008  0.877
H  -0.671  -0.385  5.144
H  -2.070  1.809  2.741
H  -0.371  1.789  2.202
H  -3.619  0.857  1.605
H  -3.244  0.321  -0.056
O  1.486  -2.346  1.238
C  2.188  -1.288  1.214
C  3.677  -1.178  1.301
C  3.898  0.328  1.130
C  2.496  0.932  1.078
O  2.192  2.088  1.067
N  1.552  -0.122  1.081
H  4.134  -1.799  0.531
H  4.002  -1.572  2.266
H  4.409  0.578  0.200
H  4.456  0.795  1.939
C  -0.838  2.052  -4.161
N  -0.582  0.810  -3.427
C  -0.247  -0.333  -4.059
C  -0.014  -1.506  -3.404
C  -0.153  -1.444  -2.006
O  0.030  -2.420  -1.173
N  -0.490  -0.306  -1.372
C  -0.707  0.883  -2.028
O  -1.046  1.906  -1.485
H  -0.753  1.849  -5.224
H  -0.116  2.809  -3.865
H  -1.837  2.411  -3.929
H  -0.176  -0.259  -5.136
H  0.254  -2.418  -3.908

No. 5
Molecular formula: C10H31O6V
Method: DFT, wB97M-V/def2-TZVPD

## Properties
* charge: 0
* DFT total energy: -1794.89156 a.u.
* E_LUMO (alpha / beta): 0.2 / 0.1 eV
* multiplicity: 5
* energy above the lowest of the compared OMol25 structures with the same formula, charge and spin: 0.0035 eV

Positions of all 48 atoms, in Å:
V  0.195  0.742  0.136
O  0.882  2.604  -0.380
H  1.109  3.553  -0.426
C  -3.100  2.509  -1.691
C  -1.860  1.637  -2.055
O  -1.692  0.637  -1.088
H  -3.275  3.159  -2.548
H  -2.814  3.143  -0.852
H  -3.991  1.954  -1.400
H  -1.017  2.310  -2.213
H  -1.975  1.224  -3.057
H  -2.265  -0.084  -1.360
C  -2.923  2.518  2.311
C  -2.340  1.087  2.195
O  -0.988  1.215  1.961
H  -2.672  3.124  1.440
H  -2.402  3.124  3.052
H  -3.988  2.459  2.535
H  -2.904  0.502  1.469
H  -2.435  0.614  3.173
H  -0.532  1.378  2.790
C  2.726  -1.790  2.061
C  1.763  -0.801  2.625
O  1.665  0.232  1.677
H  2.210  -2.495  1.410
H  3.223  -2.432  2.788
H  3.480  -1.378  1.390
H  2.227  -0.337  3.496
H  0.816  -1.300  2.828
H  2.571  0.549  1.658
C  3.293  -1.058  -2.085
C  2.445  0.193  -2.107
O  1.118  -0.114  -1.737
H  3.340  -1.622  -1.154
H  4.323  -0.843  -2.369
H  2.951  -1.717  -2.884
H  2.491  0.549  -3.136
H  2.929  0.941  -1.479
H  0.737  -0.449  -2.552
C  0.205  -3.494  -0.763
C  -0.837  -2.409  -0.713
O  -0.597  -1.477  0.322
H  0.102  -4.075  0.154
H  1.233  -3.137  -0.693
H  0.036  -4.193  -1.583
H  -1.833  -2.828  -0.570
H  -0.881  -1.942  -1.697
H  -0.752  -1.981  1.124

No. 6
Molecular formula: CH16NO5
Method: DFT, wB97M-V/def2-TZVPD

## Properties
* charge: 0
* DFT total energy: -478.54040 a.u.
* E_LUMO (alpha / beta): 0.3 / 0.1 eV
* multiplicity: 2
* energy above the lowest of the compared OMol25 structures with the same formula, charge and spin: 0.0000 eV

Positions of all 23 atoms, in Å:
C  -1.355  -2.569  -1.217
N  -1.296  -1.128  -0.770
H  -1.652  -2.572  -2.264
H  -0.351  -2.954  -1.146
H  -2.101  -3.052  -0.593
H  -2.183  -0.814  -0.383
H  -0.918  -0.548  -1.557
H  -0.655  -1.073  0.051
H  0.341  -1.204  2.001
H  -0.333  0.209  2.058
O  -0.497  -0.733  1.898
H  1.733  2.423  -0.284
H  0.695  2.084  0.803
O  0.910  1.919  -0.149
H  0.064  1.509  -1.580
H  -0.037  1.063  -3.124
O  -0.148  0.787  -2.211
H  2.694  -0.738  0.141
H  1.476  0.200  -0.052
O  1.740  -0.683  0.272
H  1.132  2.105  2.996
H  0.381  3.364  2.637
O  0.360  2.403  2.474

No. 7
Molecular formula: C40H40AsFeN6O
Method: DFT, wB97M-V/def2-TZVPD

## Properties
* charge: +2
* DFT total energy: -5451.08595 a.u.
* E_LUMO (alpha / beta): -5.7 / -5.2 eV
* multiplicity: 2
* energy above the lowest of the compared OMol25 structures with the same formula, charge and spin: 0.0000 eV

Positions of all 89 atoms, in Å:
Fe  1.400  -0.403  0.648
N  0.359  -1.959  1.460
C  -0.442  -1.605  2.647
C  0.391  -0.691  3.509
N  0.867  0.409  2.636
C  1.765  1.361  3.313
C  2.429  2.201  2.247
N  3.015  1.269  1.276
H  -0.235  -2.251  0.685
H  0.987  -2.736  1.669
H  -0.793  -2.483  3.187
H  -1.308  -1.054  2.302
H  1.272  -1.210  3.896
H  -0.187  -0.328  4.364
H  0.059  0.932  2.291
H  2.518  0.799  3.861
H  1.239  1.968  4.053
H  3.144  2.902  2.680
H  1.669  2.788  1.727
H  3.826  0.803  1.673
H  3.373  1.765  0.469
C  4.514  -2.418  2.961
C  3.647  -1.436  2.465
N  2.979  -1.557  1.331
C  3.158  -2.697  0.607
C  4.007  -3.740  1.027
C  4.688  -3.571  2.249
C  4.147  -4.872  0.199
C  3.480  -4.894  -0.984
C  2.638  -3.841  -1.409
C  2.446  -2.730  -0.616
N  1.757  -1.553  -0.842
C  1.345  -1.150  -2.112
C  0.932  -1.909  -3.178
C  0.738  -1.321  -4.451
C  0.900  0.011  -4.664
C  1.221  0.844  -3.567
C  1.310  2.249  -3.649
C  1.575  2.968  -2.520
C  1.766  2.281  -1.311
N  1.713  0.970  -1.190
C  1.429  0.255  -2.307
H  5.031  -2.244  3.893
H  3.503  -0.534  3.034
H  5.348  -4.352  2.604
H  4.786  -5.686  0.506
H  3.588  -5.747  -1.640
H  2.189  -3.931  -2.378
H  0.718  -2.958  -3.070
H  0.455  -1.966  -5.273
H  0.761  0.448  -5.644
H  1.156  2.740  -4.602
H  1.637  4.046  -2.534
H  1.978  2.862  -0.423
O  -0.512  0.146  0.144
As  -2.038  0.773  -0.222
C  -2.725  0.067  -1.850
C  -1.945  0.176  -2.999
C  -2.437  -0.295  -4.205
C  -3.697  -0.875  -4.264
C  -4.477  -0.977  -3.121
C  -3.997  -0.500  -1.910
C  -1.977  2.672  -0.334
C  -3.012  3.352  -0.969
C  -2.991  4.737  -1.006
C  -1.949  5.435  -0.405
C  -0.926  4.752  0.239
C  -0.942  3.366  0.274
C  -3.253  0.360  1.198
C  -3.736  -0.939  1.371
C  -4.571  -1.229  2.437
C  -4.917  -0.229  3.340
C  -4.431  1.060  3.177
C  -3.600  1.360  2.104
H  -0.965  0.634  -2.958
H  -1.838  -0.204  -5.099
H  -4.079  -1.237  -5.209
H  -5.463  -1.417  -3.171
H  -4.630  -0.543  -1.036
H  -3.825  2.811  -1.439
H  -3.786  5.275  -1.502
H  -1.938  6.515  -0.436
H  -0.125  5.303  0.716
H  -0.161  2.810  0.776
H  -3.462  -1.727  0.679
H  -4.960  -2.230  2.562
H  -5.573  -0.456  4.169
H  -4.706  1.837  3.877
H  -3.244  2.373  1.967

No. 8
Molecular formula: C4H7FO
Method: DFT, wB97M-V/def2-TZVPD

## Properties
* charge: 0
* structure (SMILES): O[C@@H]1C[C@H]1CF
* DFT total energy: -331.65255 a.u.
* E_LUMO: 1.0 eV
* energy above the lowest of the compared OMol25 structures with the same formula, charge and spin: 1.5454 eV

Positions of all 13 atoms, in Å:
C  -0.870  -0.250  0.381
C  -0.403  1.166  0.019
C  0.249  -0.078  -0.528
C  1.527  -0.630  0.098
H  -2.696  0.229  -0.213
H  -0.802  -0.749  1.321
H  0.190  1.710  0.752
H  -1.076  1.764  -0.683
H  0.080  -0.476  -1.476
H  1.565  -0.578  1.202
H  1.715  -1.650  -0.286
O  -2.114  -0.572  -0.329
F  2.636  0.114  -0.259